The following is a DFT calculation (the ωB97M-V functional and the def2-TZVPD basis) of C45H37N3O6S3SeTeW as an isolated structure at a distorted geometry.

Each line ends with the Löwdin charge.
CARTESIAN COORDINATES (ANGSTROEM)
1 W 0.86059 -0.40110 0.15610  1.446
2 S -0.91390 0.78577 1.82296  0.651
3 C -2.30579 0.52637 0.83142  -1.012
4 N -2.16344 0.04121 -0.35474  -0.002
5 C -3.35637 -0.06467 -1.03407  -0.311
6 C -3.49457 -0.50829 -2.34482  -0.014
7 C -4.76228 -0.57307 -2.89355  -0.101
8 C -5.88784 -0.20007 -2.15111  -0.122
9 C -5.75976 0.25999 -0.85019  -0.112
10 C -4.48624 0.33240 -0.29717  -0.472
11 S -3.97918 0.88405 1.27863  0.999
12 H -2.61554 -0.79135 -2.91256  0.113
13 H -4.88169 -0.91896 -3.91294  0.092
14 H -6.87101 -0.26306 -2.60175  0.085
15 H -6.63077 0.55349 -0.27763  0.095
16 O 2.39862 -2.65538 -2.59244  -0.262
17 S 1.25752 -2.65599 -1.72931  0.638
18 O 1.34613 -2.70259 -0.25464  -0.417
19 N 0.29686 -1.38464 -1.80411  -0.216
20 C 0.33178 -0.51778 -2.92018  -0.279
21 C 0.37906 -0.90965 -4.24867  -0.052
22 C 0.31567 0.06267 -5.24614  -0.117
23 C 0.15127 1.39313 -4.91534  -0.072
24 C 0.07205 1.80725 -3.57108  -0.173
25 C -0.22017 3.13915 -3.17371  -0.062
26 C -0.38975 3.39243 -1.81096  -0.088
27 C -0.16409 2.41221 -0.87786  -0.241
28 N 0.25333 1.15186 -1.21161  -0.146
29 C 0.24711 0.82771 -2.56033  -0.175
30 C 0.45324 -4.20466 -2.14352  -0.238
31 C 0.51599 -4.65347 -3.45644  -0.064
32 C -0.09552 -5.85401 -3.79009  -0.089
33 C -0.73595 -6.59945 -2.80717  -0.103
34 C -0.75344 -6.16617 -1.49086  -0.072
35 C -0.14792 -4.95990 -1.14987  -0.051
36 H 0.46763 -1.95468 -4.51200  0.081
37 H 0.38269 -0.23411 -6.28634  0.086
38 H 0.05346 2.14310 -5.69280  0.093
39 H -0.37853 3.90527 -3.92173  0.086
40 H -0.69051 4.37122 -1.45725  0.095
41 H -0.29613 2.60395 0.17189  -0.004
42 H 1.05204 -4.07569 -4.19627  0.101
43 H -0.05940 -6.20916 -4.81216  0.096
44 H -1.21819 -7.53366 -3.07212  0.093
45 H -1.23465 -6.75571 -0.72157  0.103
46 H -0.12456 -4.61628 -0.12666  0.111
47 C 3.12095 -1.68011 5.59576  -0.119
48 C 2.74799 -2.97382 5.25598  -0.115
49 C 1.79179 -3.18185 4.27287  -0.054
50 C 1.20443 -2.11745 3.58696  -0.223
51 C 1.57451 -0.82433 3.95701  -0.072
52 C 2.52170 -0.60921 4.94342  -0.082
53 C 0.13498 -2.41920 2.61649  -0.132
54 C -0.35446 -1.80961 1.51991  -0.288
55 C -1.70242 -2.39631 1.16976  -0.252
56 C -2.17654 -2.71328 -0.10120  -0.084
57 C -3.41507 -3.30213 -0.29894  -0.090
58 C -4.25935 -3.55603 0.77394  -0.112
59 C -3.84566 -3.18192 2.04329  -0.102
60 C -2.59550 -2.60780 2.23063  -0.063
61 H 3.87216 -1.50726 6.35741  0.084
62 H 3.20595 -3.82223 5.75171  0.085
63 H 1.49777 -4.19366 4.01388  0.105
64 H 1.12825 0.02387 3.45943  0.030
65 H 2.80344 0.40778 5.18816  0.099
66 H -0.40639 -3.31526 2.93266  0.102
67 H -1.58538 -2.45266 -0.95858  0.076
68 H -3.73017 -3.53774 -1.30907  0.102
69 H -5.23456 -4.00160 0.61650  0.086
70 H -4.50095 -3.32121 2.89600  0.090
71 H -2.29427 -2.28981 3.22160  0.112
72 C 2.36329 8.34501 1.55785  -0.074
73 C 2.26321 6.84325 1.49844  -0.298
74 C 1.10727 6.18082 1.85414  -0.043
75 C 1.00368 4.78798 1.81873  -0.309
76 C -0.28978 4.18573 2.27985  -0.098
77 C 2.08790 4.00952 1.39611  -0.454
78 Te 2.26934 1.88730 1.21598  1.212
79 C 3.29513 4.68274 1.04824  -0.325
80 C 4.54853 3.98252 0.58577  -0.132
81 C 3.34901 6.06959 1.10931  -0.047
82 H 1.37971 8.79718 1.69422  0.063
83 H 2.79718 8.75220 0.64162  0.069
84 H 2.99590 8.67373 2.38729  0.070
85 H 0.24363 6.75445 2.18201  0.107
86 H -0.65266 4.70273 3.17233  0.076
87 H -0.17373 3.13327 2.51916  -0.021
88 H -1.07363 4.26360 1.52067  0.080
89 H 4.41512 3.55075 -0.40872  0.077
90 H 4.83646 3.14749 1.22397  0.039
91 H 5.37382 4.69763 0.55360  0.062
92 H 4.27944 6.56042 0.83599  0.104
93 O 4.94674 -0.04338 0.67083  -0.474
94 Se 3.71788 -1.01863 0.29062  0.871
95 O 2.37794 -0.91623 1.43267  -0.690
96 O 2.64437 -0.32854 -0.90500  -0.615
97 O 4.17320 -2.54797 0.01152  -0.429

As for the spin multiplicity: 3. The HOMO-LUMO gap (alpha / beta) comes out at 4.3 / 5.9 eV. The expectation value of S² is 2.036. Its energy relative to the best compared isomer or geometry (same formula, charge and spin) is 3.797 eV. The total charge is -2.